# 1
{"formula": "C35H79N19O12Si", "method": "the ωB97M-V functional and the def2-TZVPD basis", "e_homo_ev": [-4.47, -4.47], "charge": -1, "spin_multiplicity": 2, "s2": 0.754, "symbols": ["C", "C", "C", "C", "C", "C", "C", "C", "C", "C", "C", "C", "C", "Si", "C", "C", "C", "C", "C", "C", "C", "C", "C", "O", "O", "C", "C", "C", "C", "N", "O", "H", "H", "H", "H", "H", "H", "H", "H", "H", "H", "H", "H", "H", "H", "H", "H", "H", "H", "H", "H", "H", "H", "H", "H", "H", "H", "H", "H", "H", "H", "H", "H", "H", "H", "H", "H", "H", "H", "H", "H", "H", "H", "H", "C", "O", "N", "N", "H", "H", "H", "H", "C", "O", "N", "N", "H", "H", "H", "H", "C", "O", "N", "N", "H", "H", "H", "H", "C", "O", "N", "N", "H", "H", "H", "H", "C", "O", "N", "N", "H", "H", "H", "H", "C", "O", "N", "N", "H", "H", "H", "H", "C", "O", "N", "N", "H", "H", "H", "H", "C", "O", "N", "N", "H", "H", "H", "H", "C", "O", "N", "N", "H", "H", "H", "H"], "xyz": [[4.48, 0.14, 3.91], [3.37, 0.69, 2.92], [2.04, 0.18, 3.50], [3.71, 0.10, 1.54], [2.76, 0.58, 0.39], [1.68, -0.55, 0.22], [0.28, -0.10, -0.27], [-0.80, -0.15, 0.86], [-1.73, -1.38, 0.69], [-3.13, -1.18, 1.33], [-4.07, -0.34, 0.42], [-5.52, -0.48, 0.94], [-5.68, 0.32, 2.26], [-6.07, 2.15, 2.03], [-5.21, 3.05, 3.48], [-7.92, 2.51, 2.27], [-5.40, 2.94, 0.44], [-4.83, 4.21, 0.52], [-4.37, 4.85, -0.61], [-4.46, 4.25, -1.85], [-5.00, 2.99, -1.94], [-5.46, 2.37, -0.82], [3.53, 0.65, -0.96], [2.92, 1.07, -1.98], [4.73, 0.25, -1.01], [2.19, 1.97, 0.77], [3.18, 2.80, 1.64], [4.47, 3.13, 0.83], [2.53, 4.18, 1.93], [3.48, 2.18, 2.96], [2.74, 2.61, 3.92], [5.03, 1.00, 4.31], [5.15, -0.55, 3.38], [4.00, -0.37, 4.76], [2.01, 0.24, 4.59], [1.18, 0.76, 3.15], [1.85, -0.86, 3.21], [4.74, 0.38, 1.32], [3.69, -0.99, 1.62], [1.62, -1.11, 1.16], [2.07, -1.26, -0.52], [0.29, 0.87, -0.78], [-0.02, -0.84, -1.03], [-1.35, 0.80, 0.95], [-0.28, -0.30, 1.81], [-1.23, -2.22, 1.19], [-1.90, -1.59, -0.37], [-3.58, -2.16, 1.55], [-2.95, -0.67, 2.29], [-3.93, -0.66, -0.62], [-3.77, 0.70, 0.58], [-6.31, -0.25, 0.21], [-5.65, -1.55, 1.19], [-6.54, -0.12, 2.79], [-4.84, 0.18, 2.94], [-4.17, 3.25, 3.20], [-5.71, 3.98, 3.77], [-5.15, 2.34, 4.32], [-8.06, 3.59, 2.28], [-8.18, 2.16, 3.28], [-8.55, 2.04, 1.51], [-4.75, 4.76, 1.45], [-3.96, 5.86, -0.51], [-4.12, 4.75, -2.76], [-5.04, 2.53, -2.93], [-5.90, 1.39, -0.95], [2.00, 2.58, -0.11], [1.24, 1.90, 1.31], [4.27, 3.02, -0.24], [4.79, 4.16, 1.01], [5.31, 2.47, 1.09], [2.60, 4.75, 1.01], [1.50, 4.09, 2.26], [3.14, 4.73, 2.66], [-0.09, 5.51, -1.62], [-0.06, 6.17, -0.60], [1.01, 5.26, -2.38], [-1.26, 4.97, -2.10], [1.00, 4.72, -3.23], [1.88, 5.63, -2.06], [-2.09, 5.13, -1.57], [-1.31, 4.43, -2.95], [3.94, -1.89, 7.55], [3.69, -1.30, 6.52], [2.97, -2.34, 8.40], [5.23, -2.15, 7.95], [3.16, -2.83, 9.26], [2.02, -2.16, 8.14], [5.96, -1.83, 7.34], [5.46, -2.63, 8.79], [-1.47, -3.20, -3.18], [-1.83, -2.51, -2.23], [-0.54, -2.77, -4.08], [-1.94, -4.45, -3.41], [-0.23, -3.31, -4.86], [-0.16, -1.85, -3.94], [-2.63, -4.80, -2.76], [-1.65, -5.02, -4.19], [8.47, 1.31, 2.09], [8.49, 1.20, 3.31], [9.41, 2.04, 1.41], [7.53, 0.72, 1.31], [9.42, 2.14, 0.41], [10.12, 2.49, 1.96], [6.82, 0.18, 1.77], [7.50, 0.82, 0.30], [8.36, 1.75, -2.55], [8.41, 2.20, -1.42], [9.47, 1.66, -3.35], [7.21, 1.30, -3.12], [9.46, 1.29, -4.28], [10.34, 1.98, -2.96], [6.36, 1.34, -2.57], [7.17, 0.92, -4.05], [-5.82, -1.06, 5.68], [-4.94, -0.82, 4.88], [-6.43, -2.29, 5.75], [-6.27, -0.14, 6.58], [-7.15, -2.52, 6.40], [-6.12, -2.99, 5.10], [-5.85, 0.77, 6.56], [-7.00, -0.33, 7.25], [-1.10, -6.67, -6.50], [-1.04, -6.21, -5.37], [0.00, -6.83, -7.28], [-2.28, -7.05, -7.06], [-0.02, -7.20, -8.21], [0.89, -6.55, -6.89], [-3.11, -6.93, -6.51], [-2.36, -7.43, -7.99], [-5.86, -3.66, -3.75], [-5.29, -4.39, -4.54], [-5.25, -2.61, -3.14], [-7.18, -3.85, -3.40], [-5.71, -2.00, -2.49], [-4.28, -2.44, -3.36], [-7.66, -4.61, -3.83], [-7.67, -3.26, -2.76], [2.80, -4.11, -7.88], [2.65, -5.30, -7.66], [1.75, -3.25, -8.04], [4.04, -3.54, -8.00], [1.85, -2.27, -8.22], [0.83, -3.64, -7.95], [4.83, -4.14, -7.89], [4.19, -2.57, -8.18]], "lowdin_charge": [-0.011, -0.432, -0.036, -0.088, -0.302, -0.116, -0.161, -0.186, -0.200, -0.202, -0.203, -0.266, -0.254, 0.616, -0.175, -0.182, -0.235, -0.093, -0.103, -0.116, -0.089, -0.115, -0.688, -0.077, -0.074, -0.065, -0.442, -0.003, -0.051, -0.095, -0.039, 0.086, 0.069, 0.025, 0.072, 0.070, 0.084, 0.079, 0.128, 0.086, 0.120, 0.103, 0.084, 0.103, 0.080, 0.114, 0.056, 0.106, 0.106, 0.107, 0.095, 0.079, 0.095, 0.075, 0.043, 0.037, 0.028, 0.015, 0.026, 0.025, 0.022, 0.098, 0.110, 0.103, 0.107, 0.088, 0.122, 0.114, 0.086, 0.077, 0.069, 0.074, 0.081, 0.083, -0.685, 0.018, 0.156, 0.159, 0.092, 0.100, 0.049, 0.091, -0.665, 0.042, 0.142, 0.148, 0.084, 0.101, 0.108, 0.085, -0.671, -0.008, 0.161, 0.169, 0.081, 0.103, 0.103, 0.037, -0.689, -0.012, 0.145, 0.180, 0.049, 0.088, 0.078, 0.078, -0.662, 0.006, 0.137, 0.180, 0.083, 0.094, 0.098, 0.093, -0.672, 0.030, 0.148, 0.151, 0.086, 0.103, 0.098, 0.087, -0.654, 0.009, 0.165, 0.157, 0.096, 0.080, 0.108, 0.091, -0.690, 0.006, 0.171, 0.138, 0.089, 0.090, 0.094, 0.086, -0.675, 0.013, 0.156, 0.154, 0.095, 0.098, 0.104, 0.095]}

---

# 2
{"formula": "C5H8O", "method": "the ωB97M-V functional and the def2-TZVPD basis", "e_homo_ev": -8.26, "smiles": "C[C@@H]1C=CCO1", "symbols": ["C", "C", "O", "C", "C", "C", "H", "H", "H", "H", "H", "H", "H", "H"], "xyz": [[-1.08, -0.48, 1.62], [-0.77, 0.21, -0.05], [0.02, 1.36, -0.06], [1.25, 1.09, -0.73], [1.08, -0.31, -1.27], [-0.11, -0.78, -0.92], [-1.57, 0.23, 2.32], [-1.69, -1.41, 1.59], [-0.08, -0.70, 1.97], [-1.82, 0.34, 0.07], [1.38, 1.84, -1.52], [2.09, 1.19, -0.04], [1.84, -0.82, -1.86], [-0.53, -1.75, -1.13]], "lowdin_charge": [-0.022, -0.303, -0.086, -0.183, -0.056, -0.057, 0.055, 0.055, 0.034, 0.099, 0.122, 0.122, 0.106, 0.114]}

---

# 3
{"formula": "C6H6N2O", "method": "the ωB97M-V functional and the def2-TZVPD basis", "e_homo_ev": -9.56, "smiles": "Cc1cccnc1N=O", "symbols": ["C", "C", "C", "C", "C", "C", "H", "H", "H", "H", "H", "H", "N", "N", "O"], "xyz": [[1.52, 1.45, 0.13], [0.44, 0.35, -0.04], [-0.94, 0.77, -0.28], [-2.04, -0.08, -0.04], [-1.78, -1.39, 0.07], [0.43, -1.06, -0.09], [1.12, 2.34, 0.18], [1.94, 1.12, 1.14], [2.54, 1.38, -0.50], [-1.34, 1.87, -0.37], [-3.11, 0.37, -0.06], [-2.54, -2.11, 0.04], [-0.56, -1.95, -0.02], [1.65, -1.87, 0.14], [2.66, -1.20, -0.29]], "lowdin_charge": [-0.034, -0.148, -0.026, -0.094, -0.172, -0.294, -0.002, 0.109, 0.127, 0.145, 0.145, 0.094, 0.122, 0.082, -0.054]}

---

# 4
{"formula": "C5H27NO11", "method": "the ωB97M-V functional and the def2-TZVPD basis", "e_homo_ev": -9.44, "smiles": "C[C@H](C=O)N(C)C=O.O.O.O.O.O.O.O.O.O", "symbols": ["C", "N", "C", "C", "C", "C", "O", "O", "H", "H", "H", "H", "H", "H", "H", "H", "H", "H", "H", "O", "H", "H", "O", "H", "H", "O", "H", "H", "O", "H", "H", "O", "H", "H", "O", "H", "H", "O", "H", "H", "O", "H", "H", "O"], "xyz": [[1.80, -0.88, -0.47], [0.63, -0.25, -0.74], [-0.12, -0.55, -1.93], [0.74, 1.69, 0.87], [-0.07, 0.54, 0.28], [-0.53, -0.37, 1.42], [-1.61, -0.45, 1.93], [2.29, -0.98, 0.64], [2.25, -1.30, -1.38], [0.26, -1.34, -2.56], [-1.19, -0.67, -1.74], [-0.03, 0.30, -2.63], [0.90, 2.49, 0.16], [0.03, 2.01, 1.64], [1.64, 1.43, 1.41], [-0.93, 1.00, -0.20], [0.33, -1.00, 1.70], [-1.79, 3.20, -0.23], [-1.11, 4.26, -1.08], [-0.94, 3.67, -0.33], [0.89, -4.22, -0.05], [-0.11, -5.31, -0.48], [0.73, -5.17, -0.03], [-2.51, 2.11, 1.57], [-3.38, 3.42, 1.43], [-3.10, 2.61, 1.00], [3.80, 1.70, -0.86], [4.80, 1.04, -1.77], [3.93, 1.46, -1.78], [-2.14, 1.40, -1.95], [-3.10, 2.36, -1.19], [-3.05, 1.66, -1.85], [-4.57, -0.83, -1.69], [-4.04, 0.26, -0.86], [-3.99, -0.71, -0.92], [-1.30, -2.70, 0.92], [-2.27, -2.40, -0.10], [-1.31, -2.58, -0.04], [3.82, 1.83, 2.52], [2.70, 0.83, 2.16], [3.31, 1.09, 2.87], [3.09, -4.02, 1.90], [2.39, -2.90, 1.41], [2.83, -3.68, 1.03]], "lowdin_charge": [-0.293, -0.081, -0.051, -0.013, -0.275, -0.221, 0.076, -0.005, 0.152, 0.096, 0.074, 0.097, 0.076, 0.097, 0.040, 0.115, 0.127, -0.017, 0.058, -0.066, -0.011, 0.025, -0.072, 0.050, 0.075, -0.031, 0.024, 0.041, -0.054, 0.019, 0.009, -0.038, 0.041, 0.011, -0.070, 0.049, 0.042, -0.047, 0.037, -0.027, -0.059, 0.053, 0.015, -0.066]}